{"formula": "C13H12N3O3PdS3", "method": "ωB97M-V/def2-TZVPD", "symbols": ["Pd", "S", "C", "C", "N", "C", "S", "C", "N", "N", "C", "C", "O", "O", "H", "H", "H", "H", "C", "S", "O", "C", "C", "C", "C", "C", "C", "H", "H", "H", "H", "H", "H", "H", "H"], "positions_angstrom": [[0.7005, 0.0679, 0.2677], [0.9870, -0.1929, 2.7011], [0.6503, -1.8295, 2.8786], [0.7491, -2.3454, 4.2194], [0.8364, -2.7504, 5.2951], [0.3095, -2.7145, 1.8415], [0.1963, -2.3065, 0.2152], [0.0391, -4.0948, 2.1555], [-0.2007, -5.2008, 2.3752], [1.4487, -0.1447, -2.3782], [2.7993, -0.2879, -2.6224], [3.8651, -0.3362, -0.5063], [4.9867, -0.2536, -0.8313], [2.9527, -0.4427, 0.2682], [0.8901, -0.9661, -2.5231], [1.0296, 0.6873, -2.7599], [3.3275, 0.5624, -3.0322], [3.1702, -1.2764, -2.8635], [-1.0094, 4.0230, 0.0974], [-0.1043, 2.7685, -0.7931], [1.0447, 2.3350, 0.1050], [-1.2611, 1.3970, -0.6223], [-1.8625, 0.8431, -1.7471], [-2.7277, -0.2302, -1.5895], [-2.9962, -0.7385, -0.3207], [-2.4059, -0.1777, 0.7962], [-1.5098, 0.8873, 0.6636], [-1.2863, 3.6460, 1.0818], [-1.8893, 4.2929, -0.4918], [-0.3398, 4.8795, 0.1922], [-1.6746, 1.2662, -2.7297], [-3.2070, -0.6644, -2.4596], [-3.6796, -1.5709, -0.2080], [-2.6451, -0.5491, 1.7847], [-1.1835, 1.4168, 1.5403]], "forces_ev_per_a": [[0.9, -0.6, 0.4], [-0.2, 0.1, -0.3], [0.0, -0.1, 0.2], [0.0, -0.1, 0.2], [-0.1, 0.2, -0.4], [0.0, -0.2, 0.0], [0.0, 0.2, 0.0], [-0.1, -0.2, 0.1], [0.1, 0.5, -0.1], [0.0, 0.2, 0.1], [0.1, -0.1, -0.1], [0.8, 0.1, 1.3], [-1.3, -0.1, -0.2], [0.6, 0.1, -1.3], [-0.2, -0.2, -0.1], [-0.1, 0.1, -0.1], [0.0, 0.0, 0.2], [0.0, 0.0, 0.1], [0.1, 0.1, 0.1], [-0.1, -0.1, -0.1], [-0.1, -0.1, -0.1], [-0.1, 0.2, 0.0], [0.0, 0.0, -0.1], [0.0, 0.0, -0.1], [0.0, -0.1, -0.1], [0.0, 0.0, 0.1], [-0.6, 0.1, -0.3], [0.0, 0.1, -0.1], [0.1, 0.0, 0.1], [-0.1, 0.0, 0.0], [0.0, -0.1, 0.1], [0.0, 0.0, 0.1], [0.0, 0.0, 0.0], [0.0, 0.0, 0.0], [0.2, 0.1, 0.2]], "nbo_charge": [0.92, 0.20, -0.28, 0.20, -0.17, -0.27, 0.10, 0.20, -0.18, -0.83, -0.21, 1.00, -0.45, -0.63, 0.40, 0.40, 0.21, 0.21, -0.81, 1.27, -0.98, -0.31, -0.17, -0.18, -0.18, -0.14, -0.32, 0.25, 0.26, 0.27, 0.23, 0.24, 0.25, 0.25, 0.26], "multiplicity": 5, "s2": 6.037, "homo_energy_ha": [-0.4177, -0.4818], "total_charge": 1}

***

{"formula": "H31O15", "method": "ωB97M-V/def2-TZVPD", "symbols": ["O", "H", "H", "O", "H", "H", "O", "H", "H", "O", "H", "H", "O", "H", "H", "O", "H", "H", "O", "H", "H", "O", "H", "H", "O", "H", "H", "O", "H", "O", "H", "H", "O", "H", "H", "O", "H", "H", "O", "H", "H", "O", "H", "H", "H", "H"], "positions_angstrom": [[-0.1144, 0.2084, 2.5665], [1.7372, 0.1919, 0.7489], [0.6799, -0.2726, 2.9953], [4.3918, 2.5226, 0.2639], [3.5103, 2.2724, 0.1381], [4.8267, 1.9505, -0.3685], [1.7986, 0.3285, -0.2701], [3.4583, 0.3624, -2.0791], [-3.6676, -2.0189, -2.8318], [1.2769, -1.8257, 3.4269], [-2.6555, -3.3024, 0.7851], [2.0955, -1.7991, 2.7978], [0.2781, 1.4450, -1.9495], [0.2280, 0.9575, -0.9819], [1.2993, 1.4085, -2.1163], [2.9633, 0.3635, -2.9378], [-1.0974, -0.4124, 0.5562], [1.3477, -0.5843, -0.3528], [-0.3606, -0.2996, -0.1327], [-0.3919, -3.8589, 1.8869], [-1.4309, -4.1238, 0.1054], [-3.7522, -0.4070, 0.9396], [-0.1358, 0.6817, -2.7054], [-4.0821, -0.5299, 1.7944], [-2.2576, -3.7000, 0.0269], [2.9505, -0.4557, -3.3302], [-1.5706, 3.8303, -1.3427], [3.8618, 0.1346, 1.8602], [-3.7505, -0.2434, -3.0651], [-2.2930, 2.8554, 2.3716], [-2.9668, 2.7297, 2.9287], [-2.1789, 2.0780, 1.7481], [-0.5694, -2.9362, 1.7886], [-3.6984, -1.2815, 0.4303], [0.1066, -2.4106, 2.2640], [-0.9408, 3.2255, -1.1341], [-0.3116, -1.2848, -0.5305], [-0.4650, 3.5418, -0.3173], [-3.3526, -1.2214, -3.2941], [-0.2133, 1.0875, 2.7938], [-1.5948, -1.0300, -3.6834], [-1.0217, -0.2412, -3.6924], [-1.3470, -0.0194, -4.6759], [1.5538, -2.0781, 4.2824], [4.6233, -0.0896, 1.5553], [3.8736, 1.0846, 1.9027]], "forces_ev_per_a": [[1.3, -3.8, -1.1], [0.8, 1.4, -1.5], [-1.6, 0.9, 0.0], [1.6, 0.2, 0.4], [-2.3, -0.2, -0.2], [0.8, 0.1, -0.2], [-0.2, -2.8, 3.1], [-0.4, -0.6, -1.5], [-0.6, 1.2, 0.1], [1.8, 1.0, -3.7], [0.7, -0.3, 1.2], [-1.7, -0.3, 2.2], [1.9, -3.9, -0.7], [-0.5, 1.3, -2.7], [-1.8, 0.1, -0.3], [0.0, 3.8, 2.9], [1.1, 0.3, -0.6], [1.6, 1.5, -0.9], [-2.6, -3.9, -0.1], [0.5, -0.8, 0.5], [1.0, -0.4, 1.0], [1.7, -1.0, -3.5], [0.2, 1.6, 1.3], [-0.9, -0.8, 1.9], [-2.1, 0.6, -2.7], [0.3, -3.2, -1.2], [-3.0, 3.2, -0.9], [-8.3, 1.4, 3.0], [0.9, -4.4, -0.3], [5.2, -0.4, -4.7], [-4.3, -1.1, 3.3], [-0.9, 1.4, 1.3], [0.2, 1.8, -0.4], [-0.5, 1.8, 1.5], [-0.5, -1.0, 0.3], [3.2, -2.3, 2.8], [-0.6, 2.6, 1.1], [-0.9, 0.0, -1.3], [-0.6, 2.9, 0.2], [0.0, 3.1, 1.2], [-0.3, -0.2, 1.4], [-0.5, 0.9, -3.7], [1.7, 0.3, 2.9], [0.7, -0.5, 1.6], [7.8, -2.4, -3.0], [0.3, 0.9, 0.1]], "nbo_charge": [-0.88, 0.52, 0.52, -0.90, 0.44, 0.47, -0.76, 0.48, 0.52, -0.97, 0.49, 0.51, -0.83, 0.55, 0.56, -0.95, 0.57, 0.50, -0.87, 0.49, 0.49, -0.96, 0.59, 0.49, -0.94, 0.49, 0.49, -0.92, 0.53, -0.87, 0.48, 0.47, -0.99, 0.49, 0.49, -0.84, 0.54, 0.49, -1.02, 0.49, 0.54, -1.00, 0.53, 0.53, 0.47, 0.50], "multiplicity": 2, "s2": 0.755, "homo_energy_ha": [-0.6276, -0.6150], "relative_energy_kcal_mol": 105.3, "total_charge": 2}

***

{"formula": "C5H8N2", "method": "ωB97M-V/def2-TZVPD", "symbols": ["C", "C", "C", "C", "H", "H", "H", "H", "H", "H", "N", "C", "N", "H", "H"], "positions_angstrom": [[-2.6167, -0.2682, -0.1869], [-1.3100, 0.5275, -0.3714], [-0.5155, 1.1068, 0.7673], [0.1046, 0.1398, 0.1728], [-2.5380, -1.1903, 0.4356], [-3.0660, -0.3404, -1.1274], [-3.3682, 0.3777, 0.2425], [-1.1814, 0.9484, -1.4527], [-0.5020, 1.8443, 1.5371], [1.0883, -0.3736, -0.0302], [4.7257, -0.1768, -0.5983], [3.7674, 0.1264, 0.0874], [2.8234, 0.1923, 0.7900], [4.7690, -0.2295, -1.6234], [2.6436, 0.3322, 1.7380]], "forces_ev_per_a": [[1.1, 0.7, 1.4], [1.4, -0.3, -1.4], [0.0, -0.4, -0.6], [-0.2, -0.4, -0.7], [0.0, 0.6, -0.8], [-0.4, -1.3, -1.7], [-0.1, 0.4, 1.0], [-0.7, -0.1, 2.1], [0.0, 0.4, 0.2], [-1.9, 0.5, 0.5], [0.2, 0.2, -1.1], [2.0, -1.2, -1.4], [-1.1, 0.3, 0.6], [-0.1, 0.3, 1.0], [-0.3, 0.5, 1.1]], "nbo_charge": [-0.64, -0.24, -0.22, -0.18, 0.21, 0.21, 0.20, 0.17, 0.21, 0.25, -0.78, 0.70, -0.75, 0.42, 0.43], "homo_energy_ha": -0.3293, "relative_energy_kcal_mol": 107.2, "smiles": "CC1C=C1.N=C=N"}

***

Number 1: largest force on an atom 0.03062 hartree/bohr, calculated total energy -60263.4733 eV. Number 2: largest force on an atom 0.17368 hartree/bohr, calculated total energy -31191.7230 eV. Number 3: largest force on an atom 0.05371 hartree/bohr, calculated total energy -8290.3478 eV.